No. 1
C53H140N8O21 | ωB97M-V with the def2-TZVPD basis set

Results
F_max = 3.7 eV Å⁻¹
<S²> = 0.75
E = -4120.4273 hartree

Structure (ORCA input):
```
! RIJCOSX wB97M-V def2-TZVPD def2/J DEFGRID3
* xyz 1 2
C -19.771 10.543 -17.117
O -21.125 10.765 -17.505
H -19.069 10.281 -17.908
H -19.282 11.445 -16.747
H -19.628 9.853 -16.286
H -21.571 11.307 -16.849
C -14.057 9.553 -15.491
O -13.782 10.623 -16.421
H -15.072 9.158 -15.494
H -13.509 8.626 -15.659
H -13.984 9.988 -14.494
H -13.950 11.412 -15.900
C -13.228 17.282 -11.133
O -13.748 16.036 -11.690
H -13.844 17.986 -11.692
H -13.203 17.450 -10.056
H -12.192 17.343 -11.467
H -13.267 15.282 -11.340
C -11.704 17.652 -19.004
O -11.290 18.040 -20.350
H -11.261 16.724 -18.644
H -11.429 18.476 -18.345
H -12.767 17.451 -19.139
H -10.379 17.799 -20.531
C -13.300 12.879 -10.306
O -11.956 13.119 -10.700
H -13.771 13.610 -9.649
H -14.023 12.809 -11.119
H -13.171 11.935 -9.775
H -11.394 12.831 -9.977
C -21.551 18.254 -12.841
O -20.200 17.937 -12.663
C -19.651 16.788 -13.370
C -18.111 16.530 -13.143
N -17.389 17.637 -13.843
C -16.017 17.877 -13.425
C -15.418 19.028 -14.193
O -14.435 19.663 -13.403
C -13.062 19.484 -13.748
H -22.131 17.800 -12.037
H -21.899 17.859 -13.795
H -21.762 19.323 -12.861
H -19.933 17.001 -14.400
H -20.173 15.899 -13.014
H -17.831 15.602 -13.642
H -17.938 16.601 -12.070
H -17.944 18.480 -13.817
H -15.489 16.925 -13.487
H -16.044 18.081 -12.355
H -16.185 19.702 -14.574
H -14.993 18.525 -15.061
H -12.838 19.893 -14.733
H -12.819 18.423 -13.695
H -12.395 19.950 -13.023
C -22.697 14.842 -14.017
O -24.103 14.831 -14.148
C -24.756 13.855 -13.269
C -26.266 14.164 -13.160
N -26.859 14.050 -14.521
C -28.133 14.707 -14.822
C -27.958 16.215 -15.063
O -27.046 16.216 -16.258
C -26.726 17.507 -16.734
H -22.355 13.838 -14.265
H -22.454 15.120 -12.991
H -22.291 15.610 -14.675
H -24.418 13.960 -12.238
H -24.512 12.826 -13.531
H -26.437 15.108 -12.642
H -26.817 13.365 -12.664
H -26.181 14.476 -15.137
H -28.974 14.515 -14.156
H -28.356 14.305 -15.810
H -27.575 16.763 -14.203
H -28.901 16.676 -15.356
H -26.007 17.499 -17.553
H -26.397 18.235 -15.992
H -27.566 17.998 -17.225
C -21.090 13.374 -9.637
O -20.549 12.971 -10.877
C -21.211 11.919 -11.486
C -20.125 11.437 -12.494
N -19.035 10.866 -11.784
C -18.049 10.632 -12.790
C -16.894 9.730 -12.365
O -16.185 10.363 -11.289
C -15.441 9.333 -10.640
H -20.632 14.330 -9.385
H -20.972 12.777 -8.733
H -22.161 13.539 -9.761
H -22.096 12.224 -12.043
H -21.635 11.182 -10.804
H -19.743 12.248 -13.115
H -20.486 10.577 -13.057
H -18.607 11.578 -11.210
H -17.552 11.507 -13.208
H -18.514 10.204 -13.678
H -16.209 9.744 -13.212
H -17.249 8.775 -11.976
H -14.649 8.854 -11.216
H -16.121 8.575 -10.250
H -14.933 9.796 -9.794
C -8.184 18.902 -16.712
O -8.032 17.855 -17.611
C -7.852 18.377 -18.943
C -7.490 17.195 -19.778
N -8.700 16.335 -20.070
C -8.415 15.221 -21.017
C -9.545 14.288 -21.152
O -9.793 13.554 -19.946
C -11.104 13.193 -19.837
H -8.308 18.511 -15.702
H -9.200 19.263 -16.872
H -7.427 19.680 -16.813
H -6.995 19.037 -18.807
H -8.773 18.843 -19.293
H -6.696 16.547 -19.409
H -7.112 17.581 -20.725
H -9.032 15.830 -19.261
H -7.455 14.719 -20.895
H -8.165 15.697 -21.965
H -9.475 13.586 -21.982
H -10.415 14.870 -21.457
H -11.483 12.594 -20.666
H -11.892 13.919 -19.638
H -11.046 12.526 -18.977
C -19.837 12.980 -23.220
O -18.532 13.033 -22.630
C -18.422 12.795 -21.217
C -17.167 13.478 -20.719
N -17.335 14.837 -20.205
C -16.117 15.351 -19.616
C -14.991 15.501 -20.700
O -14.332 14.312 -21.025
C -13.478 14.407 -22.123
H -20.542 13.674 -22.762
H -20.238 11.982 -23.046
H -19.825 13.326 -24.253
H -18.268 11.727 -21.062
H -19.254 13.270 -20.696
H -16.550 13.478 -21.618
H -16.532 12.851 -20.093
H -17.661 15.497 -20.897
H -15.583 14.716 -18.909
H -16.300 16.234 -19.003
H -14.164 16.097 -20.312
H -15.416 15.950 -21.597
H -12.826 13.542 -22.245
H -12.861 15.304 -22.072
H -13.955 14.487 -23.100
C -11.164 8.142 -18.203
O -11.783 8.153 -19.473
C -11.691 9.326 -20.270
C -12.704 9.344 -21.413
N -14.060 9.159 -20.873
C -14.539 10.218 -19.882
C -15.943 9.722 -19.341
O -16.025 8.853 -18.157
C -15.218 7.725 -18.143
H -10.208 7.621 -18.250
H -11.671 7.573 -17.424
H -10.939 9.093 -17.720
H -10.720 9.487 -20.739
H -11.879 10.240 -19.707
H -12.432 8.601 -22.162
H -12.586 10.340 -21.840
H -13.934 8.282 -20.388
H -14.551 11.249 -20.236
H -13.843 10.163 -19.044
H -16.462 9.314 -20.208
H -16.517 10.588 -19.012
H -15.479 7.023 -18.935
H -15.341 7.124 -17.243
H -14.160 7.984 -18.163
C -18.781 13.900 -15.593
O -17.619 13.134 -15.250
C -16.717 12.896 -16.349
C -15.308 13.506 -16.023
N -14.576 12.756 -14.943
C -13.384 13.556 -14.660
C -12.545 13.960 -15.914
O -12.918 15.154 -16.702
C -13.142 16.344 -15.925
H -19.359 13.542 -16.445
H -18.454 14.909 -15.846
H -19.567 13.890 -14.838
H -17.077 13.287 -17.301
H -16.580 11.819 -16.447
H -15.434 14.549 -15.733
H -14.682 13.517 -16.914
H -15.112 12.647 -14.094
H -13.019 12.942 -13.837
H -13.791 14.476 -14.240
H -12.387 13.180 -16.659
H -11.497 14.045 -15.626
H -13.902 16.140 -15.171
H -13.504 17.100 -16.621
H -12.209 16.693 -15.482
C -10.283 10.348 -14.000
O -9.262 10.832 -13.206
C -9.321 12.216 -13.182
C -7.954 12.753 -12.703
N -6.898 12.428 -13.693
C -5.585 12.856 -13.252
C -4.485 12.422 -14.303
O -4.380 11.012 -14.324
C -3.122 10.571 -15.004
H -10.090 10.271 -15.070
H -11.211 10.857 -13.741
H -10.339 9.282 -13.781
H -10.233 12.446 -12.630
H -9.431 12.653 -14.175
H -7.718 12.460 -11.680
H -8.022 13.833 -12.570
H -6.836 11.420 -13.721
H -5.379 12.386 -12.291
H -5.738 13.923 -13.089
H -3.496 12.861 -14.170
H -4.764 12.692 -15.321
H -2.216 11.028 -14.606
H -3.188 10.873 -16.049
H -2.919 9.505 -15.100
*
```

Atom charges from the Mulliken analysis, given in e for atoms 1 to 2: 0.1936, -0.5386

---

No. 2
C53H33Cl2F15GeHfN6O4S2Se2 | ωB97M-V with the def2-TZVPD basis set

Results
F_max = 1.0 eV Å⁻¹
E = -12811.5667 hartree

Structure (ORCA input):
```
! RIJCOSX wB97M-V def2-TZVPD def2/J DEFGRID3
* xyz 0 1
Hf -0.610 -0.147 -0.103
S 1.542 0.063 1.296
C 1.146 1.422 2.327
N 2.006 1.735 3.260
N 1.955 2.830 4.002
C 1.355 4.114 3.797
C 1.346 4.732 2.550
C 0.814 5.999 2.421
C 0.296 6.667 3.529
C 0.338 6.060 4.772
C 0.873 4.783 4.908
N -0.055 2.085 2.285
N -0.907 1.748 1.447
C -2.158 2.407 1.733
C -2.495 2.750 3.040
C -3.707 3.370 3.294
C -4.580 3.651 2.252
C -4.238 3.306 0.951
C -3.030 2.679 0.696
H 2.556 2.758 4.801
H 1.752 4.222 1.684
H 0.807 6.472 1.449
H -0.130 7.657 3.418
H -0.053 6.574 5.641
H 0.900 4.298 5.879
H -1.809 2.519 3.843
H -3.972 3.631 4.311
H -5.535 4.122 2.455
H -4.917 3.516 0.134
H -2.737 2.410 -0.301
O -5.532 -2.354 2.905
C -4.462 -2.971 3.359
O -4.542 -3.921 4.093
C -3.102 -2.455 2.955
C -1.936 -2.936 3.518
Cl -1.723 -3.982 4.828
N -0.876 -2.359 2.908
N -1.286 -1.501 1.951
C -2.621 -1.559 1.980
C -3.362 -0.692 1.015
O -4.553 -0.512 1.114
O -2.618 -0.131 0.102
C 0.501 -2.610 3.265
C 1.234 -1.628 3.902
C 2.534 -1.906 4.296
C 3.072 -3.168 4.076
C 2.315 -4.152 3.454
C 1.023 -3.871 3.040
H -5.289 -1.603 2.308
H 0.793 -0.656 4.087
H 3.122 -1.133 4.775
H 4.087 -3.386 4.388
H 2.733 -5.137 3.284
H 0.420 -4.623 2.543
C 2.783 0.175 -3.654
Se 2.537 0.281 -1.721
C 4.031 -0.933 -1.335
C 3.680 -2.404 -1.459
Se 2.613 -3.000 0.059
C 2.024 -4.671 -0.743
H 3.753 0.593 -3.910
H 1.991 0.773 -4.105
H 2.705 -0.852 -4.006
H 4.411 -0.687 -0.345
H 4.790 -0.668 -2.070
H 4.579 -3.019 -1.457
H 3.119 -2.602 -2.373
H 2.855 -5.368 -0.814
H 1.610 -4.465 -1.728
H 1.245 -5.087 -0.108
F -0.290 1.082 -5.449
C 0.216 2.312 -5.632
C -0.192 3.355 -4.815
C 0.397 4.586 -5.052
F 0.112 5.656 -4.301
C 1.317 4.779 -6.064
F 1.862 5.975 -6.267
C 1.680 3.718 -6.865
F 2.560 3.894 -7.839
C 1.132 2.468 -6.647
F 1.497 1.441 -7.409
Ge -1.452 2.948 -3.356
S -0.333 1.692 -2.010
C -3.125 2.287 -4.185
C -4.181 1.968 -3.349
F -4.033 2.052 -2.026
C -5.412 1.553 -3.809
F -6.392 1.243 -2.967
C -5.614 1.462 -5.170
F -6.784 1.055 -5.643
C -4.597 1.792 -6.041
F -4.801 1.710 -7.355
C -3.375 2.195 -5.543
F -2.440 2.511 -6.449
C -2.041 4.692 -2.625
C -2.830 5.506 -3.422
F -3.134 5.133 -4.674
C -3.312 6.725 -3.001
F -4.070 7.478 -3.796
C -2.992 7.171 -1.735
F -3.448 8.341 -1.309
C -2.180 6.410 -0.923
F -1.848 6.867 0.283
C -1.708 5.192 -1.375
F -0.870 4.543 -0.562
Cl -3.069 -3.473 -0.815
C -2.986 -2.457 -2.238
C -4.096 -2.465 -3.069
C -4.036 -1.831 -4.299
C -2.855 -1.212 -4.681
C -1.769 -1.187 -3.820
C -1.796 -1.785 -2.556
C -0.580 -1.768 -1.675
H -4.989 -2.998 -2.764
H -4.891 -1.865 -4.967
H -2.764 -0.765 -5.665
H -0.843 -0.718 -4.135
H 0.297 -1.612 -2.298
H -0.485 -2.742 -1.187
*
```

Atom charges from the Mulliken analysis, given in e for atoms 1 to 2: -0.0532, -0.5173

---

No. 3
C53H36I4N5Rh | ωB97M-V with the def2-TZVPD basis set

Results
F_max = 1.3 eV Å⁻¹
E = -3616.4240 hartree

Structure (ORCA input):
```
! RIJCOSX wB97M-V def2-TZVPD def2/J DEFGRID3
* xyz 0 1
Rh -0.211 0.297 -0.125
I -2.817 3.905 -8.793
C -2.258 3.128 -6.937
C -1.341 2.089 -6.876
C -0.973 1.577 -5.640
C -1.512 2.095 -4.466
C -2.430 3.136 -4.548
C -2.806 3.656 -5.778
C -1.119 1.545 -3.136
C -1.815 0.422 -2.681
C -2.892 -0.231 -3.378
C -3.370 -1.190 -2.556
C -2.615 -1.112 -1.327
C -3.023 -1.687 -0.124
C -4.092 -2.720 -0.201
C -3.827 -3.942 -0.813
C -4.808 -4.916 -0.920
C -6.073 -4.666 -0.411
I -7.559 -6.124 -0.566
C -6.362 -3.453 0.196
C -5.372 -2.487 0.297
C -2.553 -1.293 1.126
N -1.531 -0.412 1.349
C -1.374 -0.318 2.703
C -0.297 0.285 3.343
C -0.300 0.342 4.831
C -0.342 1.579 5.471
C -0.357 1.669 6.855
C -0.327 0.509 7.614
I -0.362 0.633 9.697
C -0.269 -0.732 6.999
C -0.255 -0.809 5.614
C 0.823 0.804 2.693
C 2.019 1.265 3.357
C 2.872 1.698 2.401
C 2.195 1.552 1.141
N 0.991 0.947 1.352
C 2.562 2.186 -0.053
C 1.694 2.369 -1.137
C 1.940 3.201 -2.285
C 0.854 3.099 -3.091
C -0.044 2.155 -2.475
N 0.467 1.790 -1.269
C 3.941 2.732 -0.126
C 5.013 1.844 -0.172
C 6.318 2.309 -0.223
C 6.555 3.676 -0.223
I 8.517 4.387 -0.301
C 5.501 4.576 -0.172
C 4.199 4.100 -0.123
C -2.412 -1.073 3.357
C -3.104 -1.714 2.389
N -1.641 -0.175 -1.466
H -0.916 1.680 -7.782
H -0.257 0.766 -5.586
H -2.856 3.543 -3.638
H -3.522 4.465 -5.831
H -3.247 0.039 -4.360
H -4.199 -1.858 -2.734
H -2.836 -4.132 -1.210
H -4.585 -5.862 -1.394
H -7.353 -3.256 0.582
H -5.600 -1.531 0.755
H -0.368 2.484 4.876
H -0.395 2.638 7.335
H -0.227 -1.635 7.593
H -0.178 -1.779 5.136
H 2.177 1.256 4.424
H 3.856 2.121 2.531
H 2.833 3.779 -2.455
H 0.683 3.585 -4.039
H 4.815 0.777 -0.185
H 7.143 1.610 -0.265
H 5.691 5.641 -0.163
H 3.373 4.800 -0.065
H -2.575 -1.138 4.421
H -3.912 -2.415 2.522
C 0.811 -2.725 2.885
N 0.808 -2.395 1.473
C 0.393 -3.553 0.700
C 2.116 -1.901 1.077
C 2.210 -1.484 -0.376
C 3.308 -2.000 -1.067
C 3.481 -1.822 -2.429
C 2.499 -1.154 -3.133
C 1.414 -0.610 -2.461
C 1.265 -0.702 -1.079
H 1.510 -3.549 3.115
H -0.190 -3.030 3.195
H 1.107 -1.854 3.470
H 1.033 -4.432 0.894
H 0.428 -3.330 -0.365
H -0.635 -3.813 0.964
H 2.873 -2.690 1.237
H 2.383 -1.078 1.745
H 4.031 -2.589 -0.512
H 4.347 -2.234 -2.932
H 2.573 -1.041 -4.209
H 0.675 -0.091 -3.053
*
```

Atom charges from the Mulliken analysis, given in e for atoms 1 to 2: -0.6969, 0.0951